This record from OMol25 describes a molecular structure, C11H7N4O3RuS5SbSe. The level of theory is the ωB97M-V functional and the def2-TZVPD basis.

XYZ file:
```
33
Properties=species:S:1:pos:R:3:forces:R:3:mulliken_charge:R:1
Ru -2.7406 -1.0594 1.2386 0.6 0.7 0.2 0.7646
S -0.1765 -4.8932 2.8486 -0.1 -0.2 0.0 -0.5144
Sb -2.2718 -4.1897 2.2356 0.4 0.4 -0.1 0.5515
S -2.5283 -1.9933 3.2734 -0.2 -0.2 0.0 -0.4561
S -2.0325 -3.0219 0.1375 -0.2 -0.3 0.0 -0.4651
O -3.0150 2.5624 -0.4690 0.1 -0.1 0.1 -0.6527
S -3.6395 1.3257 -0.0768 0.1 0.2 -0.4 1.0764
O -2.8474 0.1074 -0.5409 -0.3 0.1 0.3 -0.4948
O -5.0417 1.2082 -0.3768 0.0 0.0 0.0 -0.5845
S -3.4201 1.0239 1.9811 -0.1 -0.5 -0.1 -0.2835
Se -4.9771 -1.9561 0.6958 -0.1 -0.4 0.0 -0.0355
C -6.1875 -1.2380 1.8897 0.0 0.1 0.1 0.3008
N -7.0160 -0.8832 2.6118 0.0 0.0 0.0 -0.6078
N 6.2144 1.3139 -4.2345 0.0 0.0 0.0 -0.7392
C 5.3307 1.1644 -3.4899 -0.1 0.0 0.0 0.3487
C 4.2673 0.9834 -2.5897 0.0 0.0 0.0 0.1382
C 3.9406 1.9799 -1.6092 0.1 -0.1 -0.1 -0.9902
C 2.9160 1.7945 -0.7273 -0.1 0.0 0.0 -0.4655
C 2.1385 0.6090 -0.7513 0.0 0.0 0.0 1.2925
C 2.4417 -0.3847 -1.7192 0.0 0.0 0.1 -0.3360
C 3.4649 -0.2063 -2.6035 0.1 0.1 0.0 -1.0232
N 1.0963 0.4157 0.1887 0.1 0.0 0.0 0.3208
C 0.9773 1.0546 1.4122 0.0 -0.1 0.0 -0.2884
C -0.1156 0.5293 2.0238 0.0 -0.2 0.1 -0.8946
N -0.6613 -0.4346 1.2209 -0.4 0.3 -0.3 0.3242
C 0.0803 -0.4585 0.1120 0.0 -0.1 0.1 -0.4062
H 4.5101 2.9008 -1.5828 0.0 0.0 0.0 0.3584
H 2.6794 2.5846 -0.0255 0.0 0.0 0.0 0.2312
H 1.8745 -1.3069 -1.7496 0.0 0.0 0.0 0.2804
H 3.6860 -0.9813 -3.3271 0.0 0.0 0.0 0.3589
H 1.6879 1.7845 1.7494 0.0 0.0 0.0 0.3046
H -0.5337 0.7600 2.9874 0.0 0.0 0.0 0.3844
H -0.1011 -1.0954 -0.7334 0.0 0.0 0.0 0.2018
```
Positions in Å, forces in eV/Å.

Spin multiplicity   5
LUMO level (alpha / beta)   4.15 / 1.78 eV
DFT total energy   -152268.7927 eV
Energy above the lowest of the compared OMol25 structures with the same formula, charge and spin   0.196 eV
Charge   -2
HOMO level (alpha / beta)   0.202 / -3.266 eV